(1)
# C31H32F3N2O5PSTa

A structure of composition C31H32F3N2O5PSTa at a distorted geometry (ωB97M-V/def2-TZVPD, the Open Molecules 2025 dataset).

Values from the calculation:
Orbital gap: 5.52 eV
Total charge: +3
DFT total energy: -2781.33413 a.u.
Lowest unoccupied orbital energy: -0.4133 hartree

XYZ file:
```
76
C31H32F3N2O5PSTa | the Open Molecules 2025 dataset | ωB97M-V/def2-TZVPD
Ta -0.2815 -0.2848 -0.1929
C 1.7404 0.5093 2.6807
O 1.2483 -0.6274 1.9449
C 0.8153 -1.7081 2.7912
C -0.6853 -1.6362 3.0445
O -1.3727 -1.5490 1.7887
C -2.7599 -1.2359 2.0059
H 2.6232 0.2178 3.2555
H 0.9728 0.9084 3.3446
H 2.0188 1.2589 1.9429
H 1.3445 -1.6837 3.7487
H 1.0652 -2.6314 2.2640
H -0.9382 -0.7576 3.6536
H -1.0000 -2.5439 3.5769
H -2.8611 -0.2066 2.3662
H -3.1891 -1.9249 2.7361
H -3.2758 -1.3476 1.0559
N 2.8706 0.4057 -1.4864
P 2.1255 -1.0608 -1.0540
C 2.3131 -1.9128 -2.6552
C 2.9549 -3.1462 -2.7493
C 3.1891 -3.7019 -3.9975
C 2.7798 -3.0475 -5.1482
C 2.1268 -1.8243 -5.0554
C 1.8978 -1.2514 -3.8160
C 3.2591 -1.8107 0.1538
C 3.0797 -3.1416 0.5412
C 3.9979 -3.7438 1.3858
C 5.0689 -3.0133 1.8803
C 5.2251 -1.6812 1.5279
C 4.3259 -1.0754 0.6687
C 2.4451 1.6887 -1.2541
C 3.2675 2.7621 -1.6340
C 2.8844 4.0500 -1.3394
C 1.6586 4.2465 -0.6981
C 0.8831 3.1503 -0.3980
N 1.2648 1.8835 -0.6536
H 3.7224 0.3379 -2.0376
H 3.3035 -3.6546 -1.8635
H 3.7089 -4.6439 -4.0684
H 2.9760 -3.4776 -6.1183
H 1.8074 -1.3103 -5.9498
H 1.4048 -0.2884 -3.7446
H 2.2248 -3.6995 0.1777
H 3.8833 -4.7826 1.6525
H 5.7754 -3.4778 2.5474
H 6.0644 -1.1158 1.9003
H 4.4684 -0.0452 0.3798
H 4.1984 2.5610 -2.1390
H 3.5318 4.8780 -1.5867
H 1.3202 5.2354 -0.4344
H -0.0788 3.2681 0.0765
C -1.4581 -2.9818 -3.1163
S -1.1344 -1.9352 -1.7330
O -2.2785 -1.5045 -0.9586
O -0.1514 -2.5068 -0.7984
O -0.4785 -0.6337 -2.1395
H -2.4995 -3.2906 -3.0858
H -0.8030 -3.8443 -3.0535
H -1.2698 -2.4300 -4.0302
F -2.2654 7.6822 4.5023
C -3.1127 6.6681 4.7052
F -3.0215 6.3287 5.9977
F -4.3434 7.1123 4.4826
C -2.7496 5.4741 3.8397
C -1.4444 4.9898 3.9238
C -1.0685 3.8960 3.1799
C -2.0095 3.2634 2.3424
C -3.3249 3.7490 2.2769
C -3.6890 4.8528 3.0238
C -1.5608 2.1724 1.5852
C -1.0252 1.2525 0.9711
H -0.7362 5.4709 4.5808
H -0.0623 3.5094 3.2330
H -4.0472 3.2601 1.6413
H -4.6991 5.2313 2.9837
```


(2)
# C31H32FN7O3Sn

A structure of composition C31H32FN7O3Sn at a distorted geometry (ωB97M-V/def2-TZVPD, the Open Molecules 2025 dataset).

Values from the calculation:
Orbital gap: 7.56 eV
Total charge: +2
DFT total energy: -2123.23130 a.u.
Energy relative to the best compared isomer or geometry (same formula, charge and spin): 0.00 kcal/mol
Lowest unoccupied orbital energy: -0.2145 hartree

XYZ file:
```
75
C31H32FN7O3Sn | the Open Molecules 2025 dataset | ωB97M-V/def2-TZVPD
Sn 0.5478 1.2439 -0.4428
C -2.0693 -4.3052 3.7951
C -2.3322 -2.9516 4.3523
C -1.9994 -2.7425 5.8151
C -0.5402 -3.0423 6.0798
C 0.3603 -2.2949 5.1168
C 1.6632 -2.0340 5.4812
C 2.4919 -1.3854 4.5949
F 3.7759 -1.1803 4.9129
C 1.9913 -0.7294 3.4432
C 0.6365 -0.8692 3.1654
C 0.0352 -0.1552 2.0515
O 0.7310 0.7952 1.4758
C -1.2466 -0.5222 1.6554
C -1.9495 -1.3950 2.5084
N -1.4273 -1.9255 3.5702
C -0.1198 -1.8003 3.8984
C -2.0868 -0.0208 0.5063
O -3.2835 -0.1200 0.5270
O -1.3783 0.5063 -0.4723
H -2.2982 -5.1064 4.5466
H -1.0546 -4.3730 3.4489
H -2.6567 -4.4976 2.8984
H -3.3833 -2.6426 4.1648
H -2.6113 -3.4598 6.3294
H -2.2661 -1.7496 6.1888
H -0.4012 -4.0701 5.8591
H -0.2919 -2.7646 7.1596
H 2.1343 -2.3091 6.4278
H 2.6609 -0.2161 2.7921
H -2.9466 -1.5774 2.2033
C -1.6082 2.2611 -3.6156
C -0.3949 1.8080 -4.4509
C -0.1864 0.2888 -4.4767
C -0.5999 -0.4849 -5.5927
C -0.4334 -1.9024 -5.5186
C 0.1119 -2.4168 -4.3655
C 0.5354 -1.6351 -3.2570
C 1.0041 -2.2267 -1.8896
C 1.3058 -3.6857 -1.7469
C 0.3351 -0.2755 -3.3264
N 1.0554 0.5215 -2.3048
C 2.2804 0.9179 -2.6830
C 3.0122 1.6476 -1.7522
C 4.3363 2.1426 -1.7129
C 4.5481 2.5660 -0.4367
C 3.3911 2.3907 0.2777
N 2.4238 1.8984 -0.5293
H -2.5876 2.1190 -4.1727
H -1.4360 3.2262 -3.2284
H -1.6448 1.4953 -2.8485
H 0.5120 2.2735 -4.0670
H -0.4295 2.2569 -5.4613
H -1.1493 -0.0669 -6.3980
H -0.7841 -2.4988 -6.3953
H 0.2359 -3.5099 -4.4611
H 0.1397 -2.0084 -1.2025
H 1.8175 -1.6365 -1.4708
H 0.4811 -4.3106 -2.1323
H 1.4255 -3.9413 -0.7342
H 2.2577 -4.0140 -2.2323
H 2.5822 0.6931 -3.6908
H 5.0861 2.0759 -2.4756
H 5.3778 2.9355 0.1611
H 3.1689 2.5285 1.3263
N -2.8105 5.4600 -1.2365
C -1.7210 5.8729 -1.8735
N -1.6459 6.9651 -2.6154
N -0.4885 5.2913 -1.7903
C -0.3417 4.1327 -1.3280
N -0.2257 3.0994 -0.7984
H -3.6753 5.9761 -1.2183
H -2.8300 4.5327 -0.7720
H -2.3789 7.7224 -2.5265
H -0.7381 7.2092 -3.0298
```


(3)
# C31H32GaN6O2S2

A structure of composition C31H32GaN6O2S2 (ωB97M-V/def2-TZVPD, the Open Molecules 2025 dataset).

Values from the calculation:
Orbital gap: 6.88 eV
Total charge: +1
DFT total energy: -4400.57194 a.u.
Energy relative to the best compared isomer or geometry (same formula, charge and spin): 19.30 kcal/mol
Lowest unoccupied orbital energy: -0.1096 hartree

XYZ file:
```
74
C31H32GaN6O2S2 | the Open Molecules 2025 dataset | ωB97M-V/def2-TZVPD
Ga 0.1718 0.2322 0.2024
C 2.1693 -0.7606 4.1356
C 1.5586 -0.8843 2.8867
N 1.3507 0.1347 2.0717
C 1.6833 1.3810 2.4721
C 2.4080 1.5801 3.6838
C 2.6240 0.4713 4.5225
C 2.8590 2.8649 4.0281
C 2.5039 3.9172 3.2338
C 1.6855 3.7489 2.1148
C 1.2521 2.5029 1.6786
N 0.4451 2.1866 0.6141
C -0.1051 3.0218 -0.3267
C 0.0660 4.3906 -0.4946
C -0.6391 5.1242 -1.4520
C -1.5155 4.5291 -2.3164
C -1.6543 3.1305 -2.2799
C -2.4673 2.4351 -3.1981
C -2.4867 1.0672 -3.1810
C -1.6904 0.3981 -2.2514
N -0.9665 1.0229 -1.3447
C -0.9388 2.3745 -1.3095
H 2.2756 -1.6258 4.7707
H 1.2033 -1.8493 2.5676
H 3.1112 0.6190 5.4751
H 3.4587 2.9948 4.9141
H 2.8372 4.9146 3.4761
H 1.3937 4.6587 1.6277
H 0.7605 4.9454 0.1052
H -0.4798 6.1904 -1.4940
H -2.0742 5.1008 -3.0404
H -3.0508 2.9946 -3.9138
H -3.0848 0.4872 -3.8642
H -1.6850 -0.6775 -2.2471
C 1.8363 1.3144 -2.5044
N 2.1933 0.6899 -1.2276
C 3.1717 1.5661 -0.5785
C 2.8285 -0.6100 -1.4526
C 1.8332 -1.6677 -1.9032
N 0.7949 -1.9251 -0.9015
C 1.3320 -2.7629 0.1701
C -0.2740 -2.7063 -1.5335
H 2.7193 1.4520 -3.1368
H 1.3981 2.2925 -2.3162
H 1.1065 0.7151 -3.0439
H 4.0902 1.6247 -1.1710
H 3.4226 1.1910 0.4119
H 2.7682 2.5703 -0.4791
H 3.2954 -0.9191 -0.5148
H 3.6118 -0.5266 -2.2187
H 2.3826 -2.5908 -2.1347
H 1.3464 -1.3296 -2.8186
H 1.7274 -3.7028 -0.2312
H 0.5266 -2.9982 0.8658
H 2.1302 -2.2458 0.6964
H 0.0623 -3.7298 -1.7321
H -0.5792 -2.2715 -2.4808
H -1.1452 -2.7567 -0.8846
O -5.4190 -1.5100 -1.3442
S -4.0885 -1.9874 -1.1942
O -3.3413 -2.2997 -2.3843
N -3.1118 -0.9133 -0.3361
C -2.6353 -1.4925 0.6982
S -1.3677 -0.8224 1.6500
C -3.1050 -2.8488 1.0038
C -2.7355 -3.6568 2.0678
C -3.1799 -4.9693 2.0736
C -3.9763 -5.4533 1.0456
C -4.3690 -4.6335 -0.0081
C -3.9242 -3.3341 -0.0060
H -2.1149 -3.2553 2.8536
H -2.8964 -5.6302 2.8777
H -4.3005 -6.4816 1.0595
H -4.9904 -5.0080 -0.8048
```


One value per record, in order, for highest occupied orbital energy: -0.616 -0.492 -0.362 Ha.